{"formula": "C5H12NS", "method": "ωB97M-V/def2-TZVPD", "symbols": ["S", "N", "C", "C", "C", "C", "C", "H", "H", "H", "H", "H", "H", "H", "H", "H", "H", "H", "H"], "positions_angstrom": [[1.392, -2.422, 1.040], [0.123, 1.345, -0.162], [-1.155, 2.045, -0.233], [-1.508, 2.729, -1.551], [-1.158, -0.745, -0.219], [1.297, -0.903, 0.163], [0.041, -0.028, 0.370], [-1.517, -0.076, -1.050], [-2.359, 3.441, -1.448], [-0.188, -0.051, 1.440], [-0.651, 3.187, -1.931], [-1.965, -1.022, 0.381], [-0.915, 2.812, 0.683], [0.500, 1.630, -1.172], [-2.006, 1.396, 0.056], [-0.856, -1.525, -0.860], [-1.754, 1.936, -2.372], [2.109, -0.152, 0.586], [1.368, -0.827, -0.999]], "forces_ev_per_angstrom": [[-0.22, -0.82, 0.00], [0.79, 1.33, -3.17], [0.10, 1.75, 3.61], [-1.51, -2.02, -0.39], [0.26, 1.66, -3.20], [1.33, 4.16, -0.70], [-0.70, -1.38, -0.14], [-0.41, -0.40, 0.82], [0.69, -0.49, -0.13], [0.56, 0.90, 0.23], [1.36, 1.34, -0.62], [-1.09, -0.47, 1.11], [-1.74, -0.89, -2.14], [-0.06, -2.38, 2.77], [0.52, 0.53, 0.12], [0.55, -1.76, -0.06], [0.10, 1.17, 1.51], [-0.92, -1.42, -1.10], [0.41, -0.81, 1.48]], "relative_energy_kcal_mol": 51.0, "spin_multiplicity": 1, "charge": -1, "smiles": "CCN[C@@H](C)C[S-]", "e_tot_ev": -17703.5809, "orbital_gap_ev": 5.77}